Record 1
Computed, not measured: 10 unconnected molecules or ions with the total composition C30H84N4O14, with wB97M-V/def2-TZVPD.

XYZ file:
```
132
C30H84N4O14, DFT wB97M-V/def2-TZVPD
C -0.89096 -3.40645 -2.60848
O -0.64719 -4.43930 -3.51048
C -0.50666 -5.68031 -2.85818
C -0.43288 -6.77967 -3.89296
N -0.56468 -8.09077 -3.32634
C -1.97395 -8.43086 -3.13040
C -2.10332 -9.59967 -2.20940
O -1.42888 -10.76295 -2.77319
C -1.38572 -11.87200 -1.97158
H -1.61679 -3.70771 -1.86364
H -1.22943 -2.53169 -3.13218
H 0.03753 -3.14048 -2.04198
H -1.36302 -5.77042 -2.12930
H 0.34740 -5.79037 -2.22168
H 0.53053 -6.71655 -4.35592
H -1.23818 -6.66934 -4.66400
H -0.08241 -8.84124 -3.82337
H -2.32798 -8.79596 -4.09663
H -2.61178 -7.62019 -2.71736
H -3.15055 -9.83901 -2.01028
H -1.68820 -9.48886 -1.23488
H -0.81997 -11.72654 -1.02989
H -0.99809 -12.73306 -2.52757
H -2.37479 -12.19111 -1.60221
C 0.45617 -6.09357 0.70227
O 1.26224 -5.16602 0.06226
C 1.22922 -3.90360 0.67611
C 2.44035 -3.09986 0.28417
N 2.19859 -1.74361 0.79084
C 3.34770 -0.84423 0.79402
C 3.66172 -0.16984 -0.54146
O 4.06520 -1.08899 -1.61187
C 4.63298 -0.47139 -2.69301
H 0.44445 -6.20077 1.78172
H 0.67858 -7.09985 0.36391
H -0.67653 -6.02101 0.43229
H 1.24409 -4.06991 1.81744
H 0.25775 -3.35265 0.41532
H 2.64341 -3.13843 -0.80727
H 3.33539 -3.43728 0.84328
H 1.35289 -1.43137 0.29858
H 4.26849 -1.38698 1.11533
H 3.21135 -0.01783 1.51912
H 4.41677 0.57006 -0.42393
H 2.66584 0.25637 -0.84722
H 4.83632 -1.17098 -3.47713
H 5.63198 -0.07207 -2.44473
H 3.97607 0.29757 -3.10135
C 1.33958 4.16638 -3.50405
O 2.34621 5.17867 -3.64658
C 3.69468 4.73492 -3.58123
C 4.11492 4.64338 -2.17593
N 4.06893 5.93937 -1.51999
C 4.33034 5.86465 -0.10620
C 4.08782 7.17786 0.53451
O 2.75682 7.46448 0.37282
C 2.52869 8.82399 0.48852
H 1.69373 3.21348 -3.77984
H 0.41929 4.41887 -4.03058
H 1.13070 4.18237 -2.45483
H 4.33224 5.46733 -4.08329
H 3.89559 3.76747 -4.01883
H 5.16752 4.33512 -2.34259
H 3.51278 3.82173 -1.70956
H 3.05698 6.27319 -1.67565
H 5.35997 5.58336 0.04079
H 3.84512 4.98821 0.31075
H 4.66280 7.93152 -0.01507
H 4.37535 7.16629 1.58172
H 2.44466 9.11348 1.53607
H 1.53712 9.08047 0.11502
H 3.32059 9.37178 -0.08789
C -4.53358 1.00197 6.04954
O -4.46580 0.79708 4.63465
C -3.12107 0.97690 4.07033
C -3.42313 1.51967 2.68327
N -4.14511 2.78052 2.89084
C -4.15507 3.67603 1.68457
C -4.67840 3.03466 0.43310
O -6.02409 2.68641 0.76977
C -6.62847 1.89940 -0.23604
H -4.02541 1.90717 6.20568
H -4.00929 0.18826 6.57000
H -5.58204 0.97542 6.31505
H -2.58333 -0.01999 4.09756
H -2.57097 1.73645 4.59263
H -3.95522 0.72803 2.05948
H -2.54539 1.74407 2.06027
H -5.06138 2.56387 3.18602
H -3.10744 4.00403 1.49966
H -4.73060 4.57204 1.87591
H -4.04978 2.13224 0.18724
H -4.59059 3.70190 -0.42113
H -6.53485 2.41443 -1.17594
H -7.65717 1.71695 0.03179
H -6.11550 0.92867 -0.31964
C 0.72616 -1.96137 4.39260
O 0.99043 -1.15726 3.25273
H 1.55812 -1.79900 5.08659
H -0.23711 -1.64218 4.84469
H 0.62882 -3.01101 4.16773
H 1.36481 -1.66221 2.52979
C -0.44097 3.91269 2.92178
O 0.07111 3.02148 1.94772
H -1.37713 4.36921 2.54683
H -0.68844 3.34962 3.83930
H 0.26755 4.75837 3.14892
H 0.59299 2.35800 2.43114
C 2.63234 1.55857 4.53127
O 1.39673 1.50263 3.87295
H 2.47975 1.93584 5.55517
H 2.90214 0.51380 4.70753
H 3.43675 2.14950 4.05084
H 1.23164 0.58607 3.66177
C -1.40652 1.58097 -3.60237
O -0.43468 1.58537 -2.62209
H -1.23143 2.52982 -4.19589
H -1.12053 0.73043 -4.31337
H -2.46242 1.50795 -3.38099
H -0.91290 1.87473 -1.82384
C -1.13771 -0.13966 0.28717
O -0.33440 -0.73433 -0.69458
H -1.96205 0.38013 -0.19567
H -1.49165 -0.93190 0.94633
H -0.59639 0.51330 0.94199
H -0.17158 -0.16809 -1.44540
C -1.22803 4.55689 -0.79821
O -0.97758 3.15572 -0.62666
H -2.30199 4.66223 -1.17955
H -1.29009 5.17127 0.13136
H -0.45985 5.04408 -1.42772
H -0.80570 3.00461 0.30070
```

Summary:
highest occupied orbital energy: -8.553 eV
energy above the lowest of the compared OMol25 structures with the same formula, charge and spin: 0.048 eV
E: -67088.4276 eV
2S+1: 1
charge: 0
strongest force on any atom: 4.28 eV Å⁻¹
SMILES string: COCCNCCOC.COCCNCCOC.COCCNCCOC.COCCNCCOC.CO.CO.CO.CO.CO.CO
orbital gap: 9.11 eV

=====

Record 2
Computed, not measured: a single C3H4N2 molecule, with wB97M-V/def2-TZVPD.

XYZ file:
```
9
C3H4N2, DFT wB97M-V/def2-TZVPD
N 0.56583 1.11107 -0.24580
C 0.75863 -0.08729 0.56008
C -0.55027 -0.81436 0.42391
N -1.27192 -0.27218 -0.49027
C -0.50280 0.85235 -0.89948
H 1.49521 -0.53188 -0.12072
H 1.21786 -0.00965 1.55237
H -0.91137 -1.67577 0.98780
H -0.80118 1.42769 -1.76788
```

Summary:
highest occupied orbital energy: -10.382 eV
energy above the lowest of the compared OMol25 structures with the same formula, charge and spin: 1.058 eV
E: -6154.8429 eV
2S+1: 1
charge: 0
strongest force on any atom: 0.91 eV Å⁻¹
SMILES string: C1=NC=NC1
orbital gap: 10.95 eV